The following is a quantum chemistry calculation of a cluster of 4 separate species, C34H74BrF3N4O6P in total in a non-equilibrium geometry, from the OMol25 dataset.

Lowest unoccupied orbital energy = -0.1568 Ha
Charge = +1
Gap between HOMO and LUMO = 7.98 eV
Total energy = -142180.3528 eV

Structure (XYZ):
```
123
C34H74BrF3N4O6P the ωB97M-V functional and the def2-TZVPD basis
C -3.0423 -4.4303 6.8037
C -2.3320 -4.8761 5.5283
C -0.8063 -4.7708 5.6404
C -0.1258 -4.2656 4.3627
C 0.2098 -2.7710 4.4079
C 1.6630 -2.4856 4.8127
C 2.5364 -2.1201 3.6200
C 2.3572 -0.6486 3.2463
C 3.1837 0.3168 4.1052
C 2.4133 1.4404 4.8096
C 1.2983 2.0571 3.9874
C 1.7768 2.6246 2.6586
C 0.8720 3.7004 2.0377
C -0.6236 3.5531 2.3337
C -1.5458 3.9233 1.1568
C -2.4202 2.7557 0.6517
C -2.2450 2.4433 -0.8464
C -2.0316 0.9862 -1.2280
N -0.7759 0.3602 -0.7016
C 0.0251 -0.2999 -1.6442
N 1.2740 0.1697 -1.9958
C 2.3886 -0.4760 -1.1209
N 3.5805 -0.6368 -1.8859
P 1.5435 1.8884 -1.9011
O 2.9614 2.2177 -2.1278
N -0.3442 -1.3960 -2.2491
Br -1.9657 -2.2035 -1.8759
C 0.4697 -2.0763 -3.2958
C 0.3055 -1.4740 -4.6978
C -0.5426 -2.3314 -5.6486
C -1.8507 -1.7664 -6.1626
O -2.5888 -2.3832 -6.9262
O -2.1224 -0.4698 -5.7742
C -0.8055 -0.2465 0.6026
F -2.0611 -0.5657 0.9718
F -0.0517 -1.3743 0.5880
F -0.2961 0.5680 1.5345
H -2.5263 -4.8043 7.6801
H -3.0437 -3.3453 6.8448
H -4.0757 -4.7552 6.8284
H -2.6563 -4.2255 4.7216
H -2.6054 -5.8986 5.2942
H -0.3946 -5.7398 5.9006
H -0.5715 -4.0860 6.4499
H 0.7992 -4.8094 4.1963
H -0.7687 -4.4579 3.5094
H -0.4505 -2.2686 5.1101
H 0.0332 -2.3158 3.4353
H 1.6782 -1.6429 5.5010
H 2.0772 -3.3325 5.3511
H 2.2737 -2.7513 2.7731
H 3.5841 -2.3060 3.8410
H 2.5974 -0.5112 2.1944
H 1.2979 -0.4369 3.3523
H 3.6965 -0.2588 4.8702
H 3.9637 0.7561 3.4918
H 2.0019 1.0915 5.7524
H 3.1201 2.2321 5.0471
H 0.8076 2.8377 4.5644
H 0.5320 1.3123 3.7962
H 2.7684 3.0460 2.8120
H 1.9158 1.8186 1.9411
H 1.2128 4.6777 2.3639
H 1.0462 3.6892 0.9650
H -0.8558 2.5566 2.6784
H -0.8501 4.2160 3.1637
H -2.1948 4.7364 1.4591
H -0.9381 4.3259 0.3520
H -3.4524 3.0571 0.7826
H -2.2957 1.8871 1.2803
H -3.1462 2.7105 -1.3872
H -1.4504 3.0346 -1.2839
H -1.9455 0.9510 -2.3133
H -2.8949 0.3838 -0.9719
H 2.0118 -1.4425 -0.8112
H 2.5341 0.1545 -0.2503
H 4.3380 -0.0650 -1.5504
H 3.8762 -1.5989 -1.8963
H 1.0823 2.2674 -0.6356
H 0.6402 2.3605 -2.8598
H 1.5033 -2.0496 -2.9848
H 0.1503 -3.1086 -3.2664
H 1.2919 -1.3032 -5.1085
H -0.1576 -0.5025 -4.6052
H -0.8005 -3.2906 -5.2120
H 0.0308 -2.5631 -6.5393
H -2.9447 -0.4468 -5.2764
C -3.1907 3.5713 -6.4656
C -1.6908 3.7223 -6.6612
C -1.1969 2.9349 -7.8540
O -0.9884 3.2769 -5.4917
H -3.4449 2.5178 -6.3075
H -3.5246 4.1350 -5.5943
H -3.7410 3.9243 -7.3367
H -1.4454 4.7777 -6.7734
H -1.3946 1.8717 -7.6844
H -0.1205 3.0524 -7.9762
H -1.6846 3.2312 -8.7819
H -1.1933 2.3390 -5.4150
C 5.6746 -2.9666 -6.1712
C 4.4929 -2.0237 -6.0256
C 4.9342 -0.5949 -5.7538
O 3.6136 -2.4799 -4.9858
H 6.2617 -2.9820 -5.2489
H 5.3350 -3.9829 -6.3684
H 6.3285 -2.6549 -6.9850
H 3.8912 -2.0533 -6.9347
H 5.4985 -0.5438 -4.8191
H 4.0727 0.0660 -5.6548
H 5.5686 -0.2196 -6.5562
H 4.1156 -2.4671 -4.1658
C -4.8377 2.2108 5.5512
C -4.2547 1.6804 4.2521
C -3.4060 0.4377 4.4817
O -3.4872 2.6912 3.5925
H -4.0349 2.4929 6.2376
H -5.4438 3.0964 5.3647
H -5.4585 1.4616 6.0426
H -5.0649 1.4453 3.5605
H -2.5626 0.6726 5.1377
H -3.0012 0.0685 3.5380
H -3.9863 -0.3600 4.9460
H -2.7606 2.9285 4.1777
```

Löwdin atomic charge list, values in e, 4 entries:
1 C -0.11
2 C -0.26
3 C -0.21
4 C -0.21

=====

The following is a quantum chemistry calculation of an isolated molecule of C7H17NO, from the OMol25 dataset.

Lowest unoccupied orbital energy = 0.0324 Ha
Gap between HOMO and LUMO = 9.37 eV
Energy above the lowest of the compared OMol25 structures with the same formula, charge and spin = 15.5 kcal per mole
Total energy = -11072.4670 eV
SMILES string = CC[C@@](C)(O)NC(C)C

Structure (XYZ):
```
26
C7H17NO the ωB97M-V functional and the def2-TZVPD basis
C -0.1740 -1.6281 -2.1379
C 0.1824 -0.1505 -2.2184
C -0.1793 0.5944 -0.9167
C 0.2065 2.0800 -1.0450
O -1.5710 0.4754 -0.7657
N 0.5544 -0.0343 0.1848
C -0.1323 -0.4427 1.3921
C 0.7096 -1.5197 2.0774
C -0.4025 0.7066 2.3781
H 0.0947 -2.1329 -3.0626
H 0.3601 -2.0885 -1.3116
H -1.2411 -1.7408 -1.9698
H -0.3597 0.3187 -3.0401
H 1.2530 -0.0358 -2.3908
H -0.0013 2.6080 -0.1145
H 1.2643 2.1793 -1.2743
H -0.3694 2.5415 -1.8438
H -1.8595 1.0431 -0.0423
H 1.3900 0.4931 0.4027
H -1.0828 -0.8885 1.0809
H 0.9110 -2.3296 1.3827
H 1.6594 -1.1039 2.4063
H 0.1852 -1.9185 2.9418
H -1.0277 1.4815 1.9367
H -0.9083 0.3304 3.2641
H 0.5383 1.1617 2.6858
```

Löwdin atomic charge list, values in e, 4 entries:
1 C -0.09
2 C -0.18
3 C -0.61
4 C -0.01

=====

The following is a quantum chemistry calculation of an isolated molecule of C5H10O2, from the OMol25 dataset.

Lowest unoccupied orbital energy = 0.0396 Ha
Gap between HOMO and LUMO = 10.80 eV
Energy above the lowest of the compared OMol25 structures with the same formula, charge and spin = 29.2 kcal per mole
Total energy = -9441.7765 eV
SMILES string = C[C@@H]1OC[C@H](C)O1

Structure (XYZ):
```
17
C5H10O2 the ωB97M-V functional and the def2-TZVPD basis
C 0.2011 -1.5992 -1.6029
C 0.4225 -0.1171 -1.3685
O 1.5582 0.1438 -0.5677
C 1.0926 0.3879 0.7430
C -0.2760 1.0244 0.5204
C -1.2855 0.7395 1.6156
O -0.7025 0.4140 -0.6910
H 0.1014 -2.1138 -0.6420
H -0.7211 -1.7485 -2.1725
H 1.0345 -2.0382 -2.1584
H 0.5776 0.4213 -2.3133
H 0.9989 -0.5483 1.3145
H 1.8022 1.0466 1.2498
H -0.1684 2.1094 0.3672
H -2.2684 1.1395 1.3513
H -0.9706 1.1914 2.5626
H -1.3825 -0.3420 1.7575
```

Löwdin atomic charge list, values in e, 4 entries:
1 C -0.01
2 C -0.41
3 O -0.06
4 C -0.15

=====

What is the formula in the second record? C7H17NO

=====

Which formula does entry 2 have? C7H17NO

=====

Please write out number 2 again, unchanged.
The following is a quantum chemistry calculation of an isolated molecule of C7H17NO, from the OMol25 dataset.

Lowest unoccupied orbital energy = 0.0324 Ha
Gap between HOMO and LUMO = 9.37 eV
Energy above the lowest of the compared OMol25 structures with the same formula, charge and spin = 15.5 kcal per mole
Total energy = -11072.4670 eV
SMILES string = CC[C@@](C)(O)NC(C)C

Structure (XYZ):
```
26
C7H17NO the ωB97M-V functional and the def2-TZVPD basis
C -0.1740 -1.6281 -2.1379
C 0.1824 -0.1505 -2.2184
C -0.1793 0.5944 -0.9167
C 0.2065 2.0800 -1.0450
O -1.5710 0.4754 -0.7657
N 0.5544 -0.0343 0.1848
C -0.1323 -0.4427 1.3921
C 0.7096 -1.5197 2.0774
C -0.4025 0.7066 2.3781
H 0.0947 -2.1329 -3.0626
H 0.3601 -2.0885 -1.3116
H -1.2411 -1.7408 -1.9698
H -0.3597 0.3187 -3.0401
H 1.2530 -0.0358 -2.3908
H -0.0013 2.6080 -0.1145
H 1.2643 2.1793 -1.2743
H -0.3694 2.5415 -1.8438
H -1.8595 1.0431 -0.0423
H 1.3900 0.4931 0.4027
H -1.0828 -0.8885 1.0809
H 0.9110 -2.3296 1.3827
H 1.6594 -1.1039 2.4063
H 0.1852 -1.9185 2.9418
H -1.0277 1.4815 1.9367
H -0.9083 0.3304 3.2641
H 0.5383 1.1617 2.6858
```

Löwdin atomic charge list, values in e, 4 entries:
1 C -0.09
2 C -0.18
3 C -0.61
4 C -0.01

=====

The highest gap between HOMO and LUMO belongs to which entry? C5H10O2